{"formula": "C5H10O", "method": "the ωB97M-V functional and the def2-TZVPD basis", "homo_lumo_gap_ha": 0.38114, "lumo_ev": 0.9, "de_lowest_ev": 4.033, "elements": ["C", "C", "O", "C", "C", "C", "H", "H", "H", "H", "H", "H", "H", "H", "H", "H"], "xyz": [[-1.915, 0.485, 0.725], [-0.969, -0.433, -0.049], [-0.613, -0.015, -1.294], [0.478, -0.488, 1.063], [1.738, -0.468, 0.347], [1.280, 0.797, 1.021], [-1.471, 1.485, 0.786], [-2.040, 0.095, 1.745], [-2.910, 0.584, 0.276], [-1.258, -1.498, -0.008], [0.605, -0.176, -1.444], [0.174, -1.095, 1.925], [2.656, -1.045, 0.383], [1.573, -0.357, -1.004], [0.867, 1.536, 0.328], [1.819, 1.248, 1.861]], "lowdin_charge": [-0.0677, -0.4045, -0.1407, -0.1977, -0.1443, -0.1257, 0.0749, 0.0788, 0.0756, 0.1233, 0.1601, 0.1290, 0.0988, 0.1393, 0.0992, 0.1017]}